157
Properties=species:S:1:pos:R:3 method="wB97M-V/def2-TZVPD" homo_energy_ev=-11.01 e_lumo_ev=-4.30 homo_lumo_gap_ev=6.71 total_charge=+1
C 4.05255 -1.23544 1.72281
C 3.24147 -1.52778 0.87171
C 2.21217 -1.95049 -0.13365
O 1.78651 -0.89734 -0.99502
C 1.01055 0.07780 -0.31457
C 0.17060 0.86228 -1.35828
C -1.29104 0.47753 -1.67392
C -2.37837 1.18174 -0.78655
C -3.77967 1.03501 -1.50437
C -4.71297 0.03513 -0.74880
O -5.97667 0.61476 -0.41417
C -6.67988 -0.19714 0.52670
C -6.89290 0.51180 1.87945
O 1.97113 1.09808 0.09979
C 3.07508 1.27766 -0.76764
C 3.70704 2.69061 -0.42924
C 2.56918 3.69325 -0.04656
C 4.73990 2.62794 0.72963
C 6.01020 1.76458 0.38631
C 4.14827 2.23802 2.11506
C 0.31702 -0.34262 1.00927
N 0.20002 -1.81186 1.37415
C 0.67050 -2.12577 2.78529
C 0.34078 -1.12404 3.93596
N 0.83116 -1.34770 5.07833
S -1.57278 -2.04846 1.46111
O -2.12992 -1.14455 2.41128
O -2.22509 -1.84362 0.21780
F -1.96370 -3.46558 2.03789
C 0.95399 -2.74400 0.44812
C 0.21670 -3.05837 -0.92817
C -0.79003 -4.24235 -0.96478
C -0.12187 -5.52383 -1.56194
O -0.87698 -6.62874 -1.07387
C 1.47955 -4.10185 0.94326
C 0.70186 -5.11402 1.56736
C 1.23894 -6.33832 1.98866
N 2.51014 -6.67817 1.85235
C 3.27289 -5.78662 1.23741
C 2.82589 -4.53698 0.77900
H 4.82825 -1.19205 2.47643
H 2.75320 -2.59063 -0.85166
H 0.18440 1.94780 -1.14448
H 0.72978 0.77613 -2.31262
H -1.49255 0.93367 -2.67034
H -1.51878 -0.58875 -1.84587
H -2.50696 0.69815 0.19916
H -2.14976 2.25788 -0.68490
H -3.57859 0.57783 -2.50369
H -4.27048 2.00691 -1.67410
H -4.27108 -0.34863 0.19328
H -4.91896 -0.85934 -1.38306
H -7.66906 -0.46614 0.10080
H -6.16500 -1.15657 0.73386
H -7.35574 1.51439 1.76864
H -7.57192 -0.10653 2.50422
H -5.96593 0.63114 2.47271
H 2.86244 1.31168 -1.84987
H 3.90617 0.55857 -0.62726
H 4.21898 3.07149 -1.33378
H 2.97672 4.72141 0.01531
H 2.12591 3.46596 0.93661
H 1.79930 3.66951 -0.84036
H 5.12975 3.66192 0.84893
H 6.94564 2.33296 0.53099
H 5.93322 1.40712 -0.66243
H 6.06308 0.84871 1.00341
H 3.67683 3.09845 2.62435
H 3.40722 1.41988 2.07559
H 4.97909 1.86868 2.75188
H 0.81718 0.24236 1.80495
H -0.67565 0.14590 0.93347
H 1.75434 -2.29119 2.87868
H 0.19433 -3.06518 3.13108
H -0.25920 -0.21427 3.79099
H 1.37684 -2.21983 5.03204
H -0.30934 -2.17771 -1.33169
H 0.97829 -3.28886 -1.69694
H -1.58574 -3.98006 -1.68956
H -1.28260 -4.52867 -0.02706
H -0.20998 -5.52553 -2.66557
H 0.95490 -5.57906 -1.29876
H -0.74588 -7.41365 -1.63198
H -0.37142 -4.98487 1.71372
H 0.56639 -7.06607 2.46345
H 4.32978 -6.05025 1.09039
H 3.58213 -3.92891 0.27847
C 2.51305 8.01493 0.65292
C 2.30023 8.61364 2.02911
O 3.53618 8.63479 2.73723
O 3.05046 6.70262 0.77512
H 1.57541 7.95462 0.09864
H 3.22837 8.61768 0.08056
H 1.61571 7.99633 2.61191
H 1.89984 9.63003 1.96377
H 4.09981 9.29584 2.31392
H 3.66343 6.73744 1.52364
C -5.13602 -3.86762 -2.78096
C -6.28081 -4.13018 -1.82243
O -7.49482 -4.27491 -2.55834
O -5.40425 -2.70068 -3.54874
H -4.19748 -3.71969 -2.24273
H -5.02044 -4.70718 -3.47739
H -6.41780 -3.28099 -1.15185
H -6.10516 -5.03207 -1.22835
H -7.44698 -5.10729 -3.04228
H -6.35441 -2.71962 -3.73100
C -4.09724 -0.56556 -7.03009
C -3.17440 -0.44007 -5.83466
O -3.59411 0.66447 -5.02519
O -4.08524 0.63819 -7.78395
H -3.78771 -1.38350 -7.68166
H -5.12802 -0.74174 -6.69818
H -2.15563 -0.23190 -6.16310
H -3.17686 -1.35010 -5.22659
H -4.43010 0.41674 -4.61187
H -4.03032 1.35658 -7.14017
C 0.33158 -7.59701 -4.64135
C 1.81996 -7.81756 -4.45431
O 2.12886 -9.19277 -4.67164
O -0.39657 -8.42161 -3.74014
H 0.05820 -6.55930 -4.45081
H 0.03226 -7.86222 -5.66175
H 2.11367 -7.58647 -3.42925
H 2.40429 -7.20032 -5.14320
H 2.01830 -9.37343 -5.61226
H 0.08815 -9.25805 -3.69118
C 3.04786 8.57577 6.32715
C 4.25619 8.97139 7.15385
O 4.72789 10.25260 6.72912
O 3.38657 8.55387 4.94213
H 2.68570 7.58590 6.60957
H 2.23870 9.30574 6.46266
H 5.07225 8.26658 6.99522
H 4.01656 9.00858 8.22097
H 4.07677 10.90801 7.00294
H 3.99125 9.29384 4.81489
C 9.91260 -0.76930 1.11379
C 8.69032 -1.04475 1.96586
O 7.53371 -1.14368 1.12486
O 9.72807 0.42674 0.36984
H 10.80429 -0.65751 1.73087
H 10.07167 -1.58731 0.39936
H 8.51133 -0.21758 2.65289
H 8.80280 -1.96958 2.53908
H 7.61137 -1.95940 0.61741
H 8.79804 0.43944 0.10745
C -10.04182 4.45797 0.37651
C -8.55832 4.22556 0.58502
O -8.25788 2.83921 0.39633
O -10.79252 3.65607 1.27718
H -10.30334 5.50298 0.54545
H -10.33196 4.17655 -0.64387
H -8.27454 4.47319 1.60804
H -7.95995 4.82371 -0.10846
H -8.35963 2.64532 -0.54271
H -10.31944 2.81638 1.34480


11
Properties=species:S:1:pos:R:3 method="wB97M-V/def2-TZVPD" smiles="FC1=CNC(=S)C1" homo_energy_ev=-8.35 e_lumo_ev=0.27 homo_lumo_gap_ev=8.62 de_lowest_kj_mol=111.7 total_charge=0
C -0.82232 -0.59984 -0.51645
C -0.82924 -0.68477 0.77712
C 1.00738 0.56545 0.16549
C 0.22522 0.14944 -0.99948
H -1.52282 -1.19938 1.33044
H 0.33392 0.24519 2.28132
H 0.79682 -0.25273 -1.88717
H -0.26142 1.19881 -1.25065
N 0.37553 -0.03219 1.25820
F -1.76799 -0.74799 -1.43267
S 2.46493 1.35801 0.27384


61
Properties=species:S:1:pos:R:3 method="wB97M-V/def2-TZVPD" homo_energy_ev="-3.78 / -5.55" s_squared=3.7617 e_lumo_ev="2.60 / 2.60" spin_multiplicity=4 homo_lumo_gap_ev="6.38 / 8.15" de_lowest_kj_mol=17.1 total_charge=-1
V -0.57490 0.37627 0.05403
C 3.78210 -1.80348 -2.28321
N 3.51159 -1.64629 -0.86124
C 4.40795 -0.78742 -0.09437
C 2.35053 -2.12667 -0.36856
O 1.62945 -2.90674 -0.98094
C 1.96319 -1.70155 1.04366
O 0.56521 -1.45825 1.23631
C -0.25767 -2.61005 1.01989
C -1.04204 -2.48427 -0.26876
O -0.98600 -1.45618 -0.94428
N -1.81867 -3.52089 -0.60384
C -2.07069 -4.60989 0.33511
C -2.80096 -3.34010 -1.67361
H 4.58003 -2.52609 -2.46643
H 2.88066 -2.13451 -2.78517
H 4.07800 -0.83367 -2.68743
H 5.39998 -0.86877 -0.53525
H 4.09577 0.25708 -0.11008
H 4.49136 -1.12683 0.93746
H 2.27112 -2.50830 1.70993
H 2.45254 -0.78835 1.35313
H 0.34724 -3.50812 0.98452
H -0.96361 -2.67748 1.84502
H -1.13959 -5.02725 0.71904
H -2.70232 -4.28127 1.16496
H -2.58727 -5.40253 -0.20291
H -2.47719 -2.53885 -2.32797
H -2.88093 -4.26685 -2.24385
H -3.77833 -3.08406 -1.25203
O 3.32321 3.70212 2.85468
C 2.11255 3.88660 3.35015
O 1.90127 4.61780 4.29189
C 1.00559 3.13619 2.69606
C -0.30901 3.19839 3.09325
N -1.00540 2.36706 2.31098
N -0.22673 1.78075 1.39907
C 1.00009 2.23184 1.61364
C 2.02126 1.75256 0.62187
O 3.19653 2.14305 0.77089
O 1.57296 0.98117 -0.28166
H 3.30628 3.10379 2.04625
H -0.76849 3.78492 3.87444
H -2.00153 2.30440 2.13643
S -4.34192 -1.72770 1.99607
C -3.11755 -0.78697 1.40153
N -2.24852 -0.12392 0.98855
C -0.40116 2.33115 -4.81181
N -1.06843 2.50399 -3.52975
C -1.90508 3.55592 -3.27724
C -2.49777 3.71692 -2.09242
C -2.22754 2.76342 -1.01706
O -2.74297 2.92470 0.09315
N -1.35935 1.71739 -1.28995
C -0.80110 1.54825 -2.53686
O -0.06889 0.60667 -2.83122
H -0.83798 3.02891 -5.52335
H -0.53007 1.31380 -5.16800
H 0.66948 2.51652 -4.73292
H -2.05371 4.24299 -4.10009
H -3.16274 4.54334 -1.89632


16
Properties=species:S:1:pos:R:3 method="wB97M-V/def2-TZVPD" homo_energy_ev="-7.52 / -8.22" e_lumo_ev="-0.78 / -0.74" homo_lumo_gap_ev="6.73 / 7.48" de_lowest_kj_mol=766.5 total_charge=0
C 1.70997 -0.48266 0.33026
C 0.63695 0.47242 -0.14359
C -0.66778 -0.19719 -0.79512
C 0.92965 1.76107 -0.45517
N -0.41875 -1.31963 -1.45225
H -1.10141 -2.04796 -1.25195
H -1.23126 0.62889 -1.25711
H 2.25998 -0.87386 -0.52553
H 2.40643 0.02490 0.99996
H 1.27884 -1.33746 0.85386
H 0.20154 2.40610 -0.93458
H 1.88669 2.20497 -0.20616
C -1.57816 -0.29310 0.67403
C -2.55472 -0.56407 1.34335
H -3.39243 -0.78497 1.96152
H -0.36552 0.40252 0.85848


89
Properties=species:S:1:pos:R:3 method="wB97M-V/def2-TZVPD" homo_energy_ev=-7.67 e_lumo_ev=0.04 homo_lumo_gap_ev=7.71 de_lowest_kj_mol=0.0 total_charge=0
Al 0.03440 1.03564 0.48924
O -1.71929 4.09118 5.20142
C -1.44087 3.50476 4.19477
C -1.97141 2.12491 3.75757
O -2.85743 1.49609 4.27997
C -1.14937 1.79383 2.59596
C -0.20595 2.75780 2.32470
O 0.63517 2.54935 1.32992
C -0.44085 3.96369 3.11557
O -0.03867 5.09051 2.94342
O -1.17046 0.71324 1.84107
C -0.32250 -3.24650 1.25296
N 0.66194 -2.44490 0.50633
P 0.46770 -2.09118 -1.18380
C 1.19330 -3.54603 -2.00186
C 0.69728 -4.84573 -1.87899
C 1.35186 -5.90656 -2.48113
C 2.50932 -5.67983 -3.21780
C 3.00852 -4.39477 -3.34896
C 2.35149 -3.33157 -2.74217
C -1.31998 -2.26064 -1.46819
C -1.85537 -2.95312 -2.55025
C -3.21984 -2.90651 -2.80778
C -4.06154 -2.16625 -1.99262
C -3.53710 -1.46155 -0.91586
C -2.17797 -1.50893 -0.66124
P 1.29440 -1.03960 1.26244
C 3.01478 -0.97878 0.69215
C 3.64772 0.26023 0.70464
C 4.97460 0.36696 0.31844
C 5.66916 -0.76301 -0.09131
C 5.03624 -1.99837 -0.11642
C 3.71116 -2.10848 0.27460
C 1.42680 -1.48390 3.00754
C 2.05610 -2.67297 3.38324
C 2.18466 -2.99391 4.72118
C 1.69785 -2.12729 5.69408
C 1.08503 -0.94173 5.32807
C 0.94606 -0.61992 3.98378
H -0.82348 -3.91831 0.55894
H -1.08694 -2.63211 1.73420
H 0.16966 -3.84558 2.01750
H -0.20648 -5.03053 -1.31205
H 0.95878 -6.90994 -2.38253
H 3.01831 -6.50964 -3.68993
H 3.90770 -4.21610 -3.92361
H 2.74295 -2.32548 -2.83660
H -1.20832 -3.51570 -3.21138
H -3.62218 -3.44850 -3.65316
H -5.12393 -2.13295 -2.19635
H -4.17671 -0.86059 -0.28327
H -1.80321 -0.95072 0.19205
H 3.10879 1.15104 1.01472
H 5.46259 1.33205 0.32893
H 6.70366 -0.67996 -0.39672
H 5.57302 -2.87744 -0.44835
H 3.20802 -3.06694 0.23308
H 2.45148 -3.34057 2.62710
H 2.66810 -3.91807 5.00976
H 1.80088 -2.38179 6.74017
H 0.70369 -0.26649 6.08143
H 0.45406 0.29685 3.70044
C 0.23298 3.49898 -1.80587
Si 0.04062 1.62993 -1.88373
C -1.46852 1.19049 -2.90987
C 1.54775 0.99691 -2.82786
H 0.16264 3.91938 -2.81309
H 1.19673 3.77596 -1.37789
H -0.52888 3.94942 -1.17134
H -1.48312 1.83236 -3.79605
H -2.39938 1.32869 -2.36033
H -1.42465 0.15341 -3.24451
H 1.72161 1.64916 -3.68856
H 1.39608 -0.01406 -3.19908
H 2.45548 0.99251 -2.22226
C -2.18436 5.91997 0.34521
As -3.34408 4.57042 -0.39708
C -3.17233 4.76512 -2.30545
C -5.12047 5.19304 0.00123
S -3.02023 2.62916 0.28678
H -2.65306 6.89601 0.22640
H -1.22679 5.90373 -0.17168
H -2.01514 5.70845 1.39951
H -3.55700 5.73683 -2.61334
H -3.73608 3.96579 -2.78487
H -2.12155 4.67580 -2.57584
H -5.28551 6.16275 -0.46794
H -5.22438 5.27789 1.08143
H -5.83576 4.46316 -0.37301


54
Properties=species:S:1:pos:R:3 method="wB97M-V/def2-TZVPD" homo_energy_ev="-17.73 / -18.67" s_squared=6.0494 e_lumo_ev="-9.80 / -14.28" spin_multiplicity=5 homo_lumo_gap_ev="7.93 / 4.38" de_lowest_kj_mol=95.6 total_charge=+3
Pd -0.04731 0.08543 -0.34474
P -1.50661 0.73645 1.34750
C -2.63194 -0.63868 1.36735
C -2.62197 -1.48972 0.27859
N -1.74442 -1.21391 -0.79900
C -1.62170 -2.13688 -1.79322
C -2.64474 -3.05730 -2.04133
C -3.67096 -3.20155 -1.09648
C -3.61799 -2.52140 0.09252
C -0.34231 -2.09064 -2.65919
P 1.04345 -1.44500 -1.64734
H -4.34855 -2.73388 0.86871
H -2.60814 -3.61323 -2.99150
H -4.46367 -3.89994 -1.33141
H -0.11630 -3.07257 -3.10541
H -0.48857 -1.36932 -3.47709
H -0.77321 -1.96441 3.49815
H -3.19771 -0.90924 2.28382
H 1.51733 -1.55682 2.00893
O -0.03277 -2.56536 3.46362
H -0.42811 -3.48423 3.27807
H 1.53109 0.10976 0.91615
O 2.21374 -0.99611 1.62373
H 2.63496 -0.79686 2.58305
C 1.69493 -2.96346 -0.87716
H 1.88742 -3.74567 -1.63108
H 2.64524 -2.75525 -0.36588
H 0.95325 -3.35176 -0.16384
C 2.33699 -0.93151 -2.77619
H 3.19792 -0.62350 -2.17842
H 2.66156 -1.72288 -3.46046
H 2.00302 -0.07664 -3.36616
C -2.71514 1.99121 0.81925
H -3.46100 2.07768 1.61222
H -2.27822 2.95663 0.58760
H -3.20256 1.57005 -0.06091
C -0.76544 1.26242 2.93542
H 0.13595 1.90083 2.80417
H -1.52247 1.84734 3.49566
H -0.50762 0.34507 3.50429
C 0.40719 3.87455 0.64828
Si 1.72011 2.67274 -0.03679
C 1.56769 2.90047 -1.91228
C 3.39239 3.41584 0.45571
O 1.54772 1.08364 0.52968
H 0.82718 4.89463 0.67848
H 0.08405 3.64091 1.66949
H -0.49008 3.93601 0.01702
H 1.97678 3.88548 -2.19967
H 2.11673 2.14511 -2.49212
H 0.52156 2.88375 -2.25386
H 3.53659 3.33845 1.54416
H 4.22604 2.88932 -0.03403
H 3.46862 4.48394 0.18395


Ordered electronic energy results: -3858.2664 -707.5624 -3141.3725 -288.4901 -5676.1066 -1932.0669; unit hartree.